185
Properties=species:S:1:pos:R:3:forces:R:3:lowdin_charge:R:1 method="wB97M-V/def2-TZVPD" relative_energy_kj_mol=894.1 charge=0 energy_ev=-87779.877 smiles=COC[C@H](C)N.COCCNCCOC.COCCNCCOC.COCCNCCOC.COCCNCCOC.CC(C)O.CC(C)O.CC(C)O.CC(C)O.CC(C)O.CC(C)O homo_ev=-8.28
C 0.372 2.501 2.568 0.137 0.910 -0.906 -0.0827
O -0.325 3.017 1.417 -0.305 -0.770 0.131 -0.1827
C -0.149 2.281 0.232 0.892 -1.395 -1.349 -0.2224
C -0.838 0.881 0.046 -1.640 0.555 0.751 -0.3704
C -0.503 0.106 -1.258 0.048 1.384 -0.636 -0.0721
N -2.358 1.061 0.099 0.739 -0.240 -0.414 0.0211
H 0.187 3.248 3.340 -0.339 -0.499 0.260 0.0876
H 1.448 2.547 2.405 0.226 -0.189 -0.263 0.0813
H 0.109 1.472 2.815 -0.304 0.146 0.194 0.0818
H -0.329 2.887 -0.655 -0.953 0.417 0.308 0.1241
H 0.905 2.085 0.037 0.619 -0.219 0.563 0.1121
H -0.600 0.235 0.891 0.532 0.006 0.136 0.1099
H -1.211 -0.707 -1.412 0.292 -0.110 0.172 0.0723
H 0.525 -0.163 -1.503 0.279 -0.718 1.294 0.0691
H -0.575 0.739 -2.143 -1.020 0.577 0.023 0.0671
H -2.694 1.655 0.843 0.674 0.690 0.128 0.0519
H -2.797 0.195 0.377 0.118 -0.552 -0.390 0.0519
C 6.099 -7.251 0.154 -0.325 0.417 1.036 -0.0853
O 5.563 -5.938 0.551 1.056 -1.341 0.093 -0.1974
C 5.021 -6.012 1.887 -1.307 0.610 -0.320 -0.2163
C 4.554 -4.583 2.314 2.201 -0.408 -0.440 -0.1807
N 5.761 -3.722 2.476 -1.531 0.015 0.557 -0.0869
C 5.366 -2.319 2.446 2.533 -0.013 1.062 -0.1989
C 6.653 -1.436 2.683 -1.529 -0.140 0.329 -0.1925
O 6.206 -0.118 3.007 -0.414 0.149 -0.742 -0.1959
C 6.844 0.910 2.321 1.054 0.685 -0.014 -0.1417
H 5.299 -7.979 0.020 -0.267 0.097 -0.020 0.0799
H 6.745 -7.637 0.942 -0.021 0.042 0.332 0.0754
H 6.736 -7.300 -0.728 -0.372 1.017 -0.233 0.0800
H 5.672 -6.475 2.628 0.661 0.316 -0.117 0.1136
H 4.171 -6.692 1.845 -0.411 0.013 0.035 0.1099
H 4.014 -4.491 3.257 0.007 -0.768 0.194 0.1119
H 3.850 -4.193 1.579 0.119 0.052 -0.531 0.1050
H 6.608 -3.975 1.988 -0.510 -0.006 -0.519 0.1057
H 4.777 -2.101 3.337 -0.498 -0.117 -0.177 0.1148
H 4.823 -2.073 1.534 0.012 0.436 -0.109 0.1148
H 7.325 -1.533 1.830 0.052 0.518 -0.183 0.1148
H 7.195 -1.687 3.595 -0.011 -0.998 -0.176 0.1223
H 6.812 1.844 2.882 -0.368 -0.106 0.280 0.0838
H 6.479 1.149 1.322 -0.402 -0.385 -0.199 0.0836
H 7.909 0.696 2.228 0.261 -0.082 -0.140 0.0801
C -7.716 -8.018 -4.683 0.942 1.251 -1.271 -0.1255
O -6.964 -7.539 -3.611 2.069 -0.503 2.470 -0.2150
C -5.560 -7.193 -3.807 -0.225 0.286 -0.227 -0.1719
C -4.784 -6.738 -2.522 -1.357 0.156 -1.782 -0.2320
N -4.830 -7.754 -1.524 0.496 -0.351 0.106 -0.0652
C -4.521 -7.281 -0.182 -0.910 -0.271 0.615 -0.2149
C -3.063 -6.930 0.055 0.378 1.129 -0.857 -0.2037
O -2.859 -5.921 1.092 0.252 -2.171 0.012 -0.1842
C -2.880 -6.503 2.424 -0.663 0.983 -0.180 -0.1023
H -8.412 -8.820 -4.439 -0.189 0.516 0.432 0.0893
H -7.119 -8.391 -5.516 0.486 -0.306 0.059 0.0783
H -8.089 -7.066 -5.059 -1.382 -0.502 -0.580 0.0894
H -5.536 -6.323 -4.463 0.076 0.081 -0.324 0.1115
H -5.021 -8.003 -4.298 -0.128 -0.284 0.005 0.1165
H -5.254 -5.789 -2.263 -0.294 0.264 0.683 0.1165
H -3.782 -6.438 -2.828 0.169 -0.399 -0.161 0.1127
H -5.781 -8.091 -1.574 -0.062 -0.358 0.430 0.1032
H -4.908 -8.016 0.524 0.237 -0.252 0.078 0.1166
H -5.128 -6.398 0.014 0.165 0.563 0.212 0.1182
H -2.716 -6.522 -0.894 -0.109 0.992 0.075 0.1032
H -2.344 -7.749 0.048 -0.285 -0.577 1.182 0.1222
H -2.312 -5.867 3.103 0.446 -0.018 -0.329 0.0773
H -2.554 -7.539 2.519 0.248 0.028 -0.460 0.0850
H -3.886 -6.436 2.838 -0.357 -0.246 -0.179 0.0748
C 3.523 -6.625 -5.951 -1.115 -1.564 -0.247 -0.0696
O 2.163 -7.135 -6.091 0.657 0.667 -0.228 -0.1952
C 1.819 -7.787 -7.299 -0.119 -0.309 0.019 -0.2271
C 2.415 -9.179 -7.375 0.509 0.332 0.558 -0.2200
N 2.475 -9.795 -8.730 0.065 1.953 2.643 -0.0533
C 3.826 -9.522 -9.248 1.153 -2.622 0.082 -0.1823
C 5.099 -10.245 -8.589 -0.738 -0.586 -1.635 -0.2409
O 5.814 -9.774 -7.503 0.549 2.084 1.459 -0.1926
C 6.582 -8.561 -7.761 -0.143 -0.348 0.498 -0.0825
H 4.221 -7.459 -5.873 0.048 -0.248 0.604 0.0631
H 3.455 -6.061 -5.021 0.512 0.251 -0.409 0.0922
H 3.920 -6.135 -6.840 -0.588 0.853 -0.012 0.0800
H 2.044 -7.208 -8.195 0.451 0.250 -0.078 0.1169
H 0.733 -7.888 -7.308 -0.089 0.155 0.187 0.1198
H 1.922 -9.821 -6.645 -0.519 -0.095 -0.206 0.1233
H 3.432 -9.175 -6.983 0.191 0.381 0.155 0.0898
H 2.337 -10.732 -8.379 0.607 -0.844 -1.340 0.0945
H 4.193 -8.501 -9.352 -1.290 0.326 -0.418 0.1103
H 3.689 -10.118 -10.150 1.104 0.810 -0.928 0.1077
H 5.887 -10.350 -9.335 -0.384 0.026 -1.015 0.1094
H 4.753 -11.265 -8.423 0.210 -0.158 0.710 0.1170
H 7.156 -8.252 -6.888 -0.310 -0.631 0.472 0.0840
H 5.988 -7.673 -7.976 -0.463 -0.222 -0.349 0.0711
H 7.360 -8.666 -8.517 -0.302 -0.456 -0.517 0.0845
C -1.814 8.018 9.227 0.820 0.172 0.271 -0.0891
O -0.680 8.478 9.974 -1.105 -1.586 0.123 -0.2069
C -0.366 9.822 9.884 0.704 0.670 1.735 -0.2283
C -0.823 10.600 11.182 -0.088 -1.634 -0.698 -0.1726
N -0.007 10.299 12.377 0.984 1.270 -2.210 -0.0885
C -0.506 10.800 13.601 0.446 -1.537 1.260 -0.2219
C 0.382 10.240 14.778 -1.213 0.853 -0.265 -0.1776
O -0.038 8.938 15.197 1.955 -0.929 -1.622 -0.1858
C -0.923 8.880 16.241 -1.377 2.272 1.167 -0.1504
H -2.778 8.454 9.487 0.074 0.482 0.246 0.0812
H -1.913 6.952 9.433 0.226 0.030 -0.226 0.0862
H -1.590 8.218 8.179 -0.319 -0.249 -0.254 0.0830
H -0.697 10.231 8.930 -0.191 0.434 0.134 0.1161
H 0.723 9.824 9.932 0.218 0.377 -0.367 0.1158
H -1.844 10.267 11.367 -0.491 -0.155 0.073 0.1014
H -0.948 11.650 10.919 0.679 0.350 0.479 0.1089
H 0.511 9.436 12.463 -0.534 -0.086 -0.540 0.1195
H -1.484 10.332 13.709 -0.729 0.562 0.684 0.1087
H -0.549 11.889 13.622 -0.098 0.056 0.009 0.1173
H 0.367 10.966 15.590 -0.337 -0.138 0.435 0.1102
H 1.424 10.266 14.458 0.027 -0.723 -0.139 0.1188
H -1.737 9.552 15.970 -0.612 0.122 0.314 0.0798
H -0.486 9.314 17.140 0.203 0.028 0.331 0.0837
H -1.414 7.963 16.568 0.758 -0.646 -0.940 0.0906
C 1.926 7.917 -4.853 -1.596 0.056 0.209 -0.0498
C 0.995 7.009 -5.648 -1.833 1.432 -0.295 -0.5213
C -0.225 7.727 -6.322 -0.015 -0.634 2.542 -0.0499
O 1.783 6.732 -6.737 2.342 -1.373 -1.594 -0.0692
H 2.801 7.288 -4.688 0.501 0.939 -0.260 0.0860
H 1.566 8.327 -3.909 -0.327 -0.594 0.237 0.0738
H 1.889 8.798 -5.493 1.540 0.050 -0.099 0.0794
H 0.684 6.125 -5.092 -0.071 -0.195 0.055 0.1306
H 0.138 8.585 -6.887 -0.213 -0.360 -0.321 0.0811
H -0.902 8.065 -5.537 -0.176 0.377 0.044 0.0675
H -0.802 6.952 -6.827 0.175 0.332 -0.702 0.0731
H 1.397 6.132 -7.378 -0.329 -0.038 0.185 0.0988
C 3.631 1.126 -11.046 -1.104 -1.386 1.329 -0.0486
C 2.271 0.959 -10.301 0.841 0.052 1.302 -0.4858
C 2.392 0.480 -8.828 0.727 0.830 -0.914 -0.0512
O 1.664 2.254 -10.283 -0.676 -0.778 -0.574 -0.0647
H 3.476 1.447 -12.076 0.220 0.162 0.183 0.0746
H 4.092 0.139 -11.005 0.320 -0.038 -0.446 0.0682
H 4.244 1.779 -10.425 -0.001 0.315 -0.420 0.0823
H 1.598 0.215 -10.728 0.062 0.136 -0.807 0.1250
H 3.288 -0.138 -8.775 -0.185 -0.260 0.413 0.0698
H 1.498 -0.030 -8.469 0.142 -0.061 -0.143 0.0735
H 2.541 1.378 -8.229 0.125 -0.089 0.196 0.0768
H 1.224 2.175 -11.133 -0.479 1.125 -0.112 0.0802
C -7.480 -0.284 3.208 0.348 -0.004 0.719 -0.0525
C -6.780 -1.556 3.794 -2.729 1.358 0.265 -0.5116
C -7.798 -2.612 4.332 0.734 1.033 0.578 -0.0431
O -6.048 -2.061 2.760 1.558 -0.997 -1.361 -0.0416
H -7.839 -0.390 2.184 0.244 -0.228 0.013 0.0783
H -6.720 0.494 3.285 -0.007 0.166 -0.612 0.0681
H -8.305 0.117 3.797 -0.124 -0.412 0.246 0.0673
H -6.095 -1.121 4.521 -0.186 -0.508 0.770 0.1280
H -8.225 -3.205 3.523 0.075 0.175 -0.022 0.0796
H -8.578 -2.084 4.880 -0.212 -0.082 -0.112 0.0658
H -7.332 -3.263 5.072 0.139 -0.258 -0.168 0.0646
H -5.336 -2.570 3.154 0.173 -0.247 -0.328 0.0967
C -4.257 -1.790 -9.427 -1.393 0.912 -1.315 -0.0532
C -5.537 -1.562 -8.618 1.412 0.685 0.991 -0.5174
C -5.199 -1.370 -7.188 0.162 -2.234 1.340 -0.0894
O -6.177 -0.339 -8.960 -0.282 -0.155 -1.664 -0.0481
H -3.534 -0.991 -9.262 -0.042 -0.008 0.173 0.0828
H -4.672 -1.651 -10.425 0.734 -0.195 -0.623 0.0738
H -3.766 -2.761 -9.367 -0.393 -0.007 0.336 0.0807
H -6.203 -2.425 -8.649 -0.181 -0.002 -0.719 0.1319
H -4.410 -2.074 -6.922 0.439 0.264 0.190 0.0806
H -6.051 -1.863 -6.721 -0.219 1.081 1.173 0.0831
H -4.927 -0.351 -6.914 -0.227 -0.190 0.120 0.0975
H -6.549 0.058 -8.169 -0.006 -0.153 0.002 0.0777
C 5.438 2.195 10.130 -0.444 -0.078 -0.946 -0.0485
C 3.897 2.135 10.214 0.787 0.512 -0.116 -0.5233
C 3.291 0.960 9.518 0.060 -1.202 -1.354 -0.0619
O 3.660 1.984 11.566 -0.890 0.198 2.590 -0.0582
H 5.817 1.188 10.307 0.043 -0.003 0.325 0.0804
H 5.851 2.894 10.857 -0.143 -0.098 -0.026 0.0770
H 5.800 2.457 9.136 -0.085 0.163 -0.117 0.0730
H 3.390 3.061 9.944 0.436 0.220 -0.731 0.1356
H 4.007 0.604 8.776 -0.159 -0.196 -0.292 0.0732
H 2.336 1.094 9.010 0.028 0.529 -0.024 0.0740
H 3.100 0.125 10.191 0.354 0.154 0.308 0.0841
H 2.988 2.625 11.808 0.013 -0.196 0.381 0.0946
C -3.291 10.893 0.060 -1.319 -0.709 -0.909 -0.0555
C -2.766 10.000 -1.126 0.522 2.336 1.444 -0.5069
C -3.208 8.584 -0.947 0.329 -0.308 0.535 -0.0571
O -3.330 10.471 -2.324 -0.903 -0.131 -0.953 -0.0577
H -3.307 11.960 -0.160 0.678 0.072 -0.016 0.0672
H -2.968 10.691 1.081 0.499 -0.083 -0.277 0.0741
H -4.356 10.660 0.038 -0.344 -0.039 0.332 0.0704
H -1.707 10.237 -1.228 0.476 -0.954 0.313 0.1276
H -4.283 8.585 -1.127 0.073 -0.336 -0.466 0.0898
H -3.113 8.254 0.087 0.278 0.126 0.107 0.0801
H -2.627 7.886 -1.550 -0.441 -0.003 -0.275 0.0815
H -3.218 11.420 -2.421 0.160 0.021 0.158 0.0861